Entry 1:
The following is a quantum chemistry calculation of a structure of composition C61H51ClFN6O4P2Te2Tl in a non-equilibrium geometry, from the OMol25 dataset.

```
129
Properties=species:S:1:pos:R:3:forces:R:3:lowdin_charge:R:1
Tl 1.224791 -0.074676 0.020832 -0.2002 0.0277 0.3271 0.675
O 1.512857 1.826333 6.194476 0.2640 0.6745 0.5474 0.120
C 1.928436 2.860799 5.502711 -0.0432 -0.1548 0.2226 -0.520
O 2.283957 3.890571 6.023950 0.0820 0.0867 -0.0245 0.058
C 1.956362 2.714736 4.012802 0.0709 0.0513 0.0520 -0.042
C 2.361552 3.711344 3.150400 -0.1354 -0.1449 0.0263 -0.559
Cl 2.866978 5.288432 3.505420 -0.0861 0.1013 0.0945 0.851
N 2.244681 3.249875 1.878345 0.1384 -0.1330 0.5246 -0.053
N 1.780410 1.970390 1.880036 0.1663 0.3239 -0.0185 0.108
C 1.616364 1.639717 3.156365 0.0523 0.1766 -0.1222 -0.118
C 1.128529 0.254941 3.532437 -0.0080 -0.2734 -0.3730 -0.594
O 0.731096 0.086790 4.700345 -0.2308 -0.4101 -0.1813 0.047
O 1.158120 -0.630430 2.644614 -0.2137 0.4190 0.1164 -0.318
C 2.397394 4.026360 0.696775 -0.0487 -0.0551 -0.3143 -0.204
C 1.443122 3.911574 -0.297306 -0.1030 -0.0970 0.0383 -0.048
C 1.481441 4.746098 -1.401908 0.0595 -0.0969 -0.0620 -0.080
C 2.502452 5.670821 -1.532522 0.0258 0.0333 -0.0712 -0.076
C 3.500703 5.730970 -0.571237 0.0190 0.0660 -0.0329 -0.066
C 3.453614 4.918213 0.546926 0.1094 -0.2185 0.0173 -0.058
H 1.160760 1.080526 5.608768 -0.1145 -0.1558 -0.2032 0.013
H 0.678040 3.156888 -0.186557 -0.1201 -0.0062 0.0269 0.080
H 0.715133 4.670783 -2.162103 -0.0232 -0.0476 -0.0279 0.108
H 2.528888 6.334398 -2.386828 0.0231 -0.0162 -0.0115 0.106
H 4.322591 6.423940 -0.691564 0.0133 0.0021 0.0315 0.109
H 4.236937 4.967132 1.287124 0.0064 -0.0096 -0.0226 0.091
C 6.487197 2.703563 -1.291189 -0.0694 -0.0487 0.0480 -0.076
C 5.844208 2.913206 -2.506612 0.0741 0.0118 -0.0875 -0.080
C 4.561812 2.447423 -2.711085 -0.0976 0.0219 0.0475 -0.013
C 3.882942 1.779431 -1.676794 0.4333 0.4116 -0.5302 -0.273
C 4.543391 1.558323 -0.460018 -0.2670 -0.1072 0.0115 -0.034
C 5.831565 2.017167 -0.274403 0.1202 0.0117 0.0257 -0.074
N 2.581486 1.350494 -1.796938 -0.5789 -0.6130 0.1776 -0.014
N 1.928356 1.669873 -2.868517 0.4899 1.0838 -0.3506 0.086
C 0.821337 1.083882 -3.240686 -0.2118 -0.3337 0.1886 -0.320
C -0.020755 1.706692 -4.242456 0.0246 0.1495 -0.1030 -0.004
C -1.185691 1.152411 -4.596511 -0.0582 -0.1771 0.0631 -0.029
C -1.656209 -0.140927 -4.001136 0.0182 0.2137 0.0831 -0.178
C -0.556474 -0.751590 -3.192483 -0.2073 -0.0606 -0.0796 -0.087
N 0.505032 -0.185363 -2.775915 0.3527 -0.2261 -0.1749 0.099
H 7.495730 3.064209 -1.138898 0.0016 0.0119 -0.0024 0.104
H 6.356330 3.441141 -3.301024 -0.0070 -0.0057 -0.0060 0.104
H 4.049740 2.601203 -3.650660 0.0203 0.0450 0.0053 0.105
H 4.025490 1.023006 0.327860 0.0055 0.0171 0.0251 0.060
H 6.335655 1.841350 0.667316 -0.0290 -0.0003 0.0166 0.107
H 0.320092 2.639212 -4.673248 0.0082 -0.0071 0.0060 0.113
H -1.822258 1.623833 -5.334641 0.0333 0.0977 0.0169 0.119
H -1.909675 -0.848101 -4.797602 0.0281 0.0353 -0.0201 0.151
H -0.680933 -1.788831 -2.912751 -0.0790 -0.0160 0.1050 0.094
Te -2.656522 -3.871682 1.627285 -0.1573 0.0141 -0.7873 1.320
C -3.817574 -4.304178 -0.127978 0.1419 -0.0473 0.3843 -0.523
C -4.978233 -3.602748 -0.423916 -0.0182 0.0276 0.0349 -0.123
C -5.683535 -3.937233 -1.573081 0.0479 0.0261 0.0059 -0.151
N -5.299299 -4.887571 -2.419059 -0.0798 -0.0223 -0.1474 0.055
C -4.189527 -5.558579 -2.128066 0.0344 0.0185 0.0328 -0.152
C -3.422034 -5.313275 -0.997031 -0.0378 -0.0474 0.0261 -0.145
C -1.419655 -2.529472 0.489253 0.1750 -0.0360 0.9230 -0.841
P -1.631204 -0.787671 0.814856 -0.7801 0.0048 -0.1807 0.880
C -2.985442 -0.632585 2.026269 0.0961 0.0488 -0.0432 -0.448
C -2.631651 -0.721089 3.371113 0.0721 0.0605 -0.0920 -0.111
C -3.605925 -0.635653 4.353564 -0.0417 -0.0026 0.0620 -0.064
C -4.934505 -0.454559 3.998261 0.0202 -0.0199 0.0175 -0.076
C -5.289266 -0.360456 2.658786 -0.0736 0.0210 -0.0688 -0.078
C -4.319560 -0.447112 1.672351 0.0262 -0.0965 0.1070 -0.133
C -2.301658 0.054289 -0.676629 0.1376 -0.1735 -0.0070 -0.334
C -2.723601 -0.643575 -1.733563 -0.0501 0.1092 -0.0404 -0.069
C -2.985358 -0.007568 -3.082737 0.3204 0.0288 0.1114 -0.198
C -3.388652 1.425146 -2.897543 -0.0940 -0.0901 -0.1791 -0.062
C -3.011250 2.131810 -1.846598 -0.0057 0.0792 0.1196 -0.023
C -2.173854 1.573901 -0.730747 -0.2791 -0.0234 0.1092 -0.277
P 0.297281 -2.985139 0.289300 -0.2361 -0.6566 -0.6726 0.806
C 0.601282 -3.333921 -1.488581 0.0026 0.0530 0.1432 -0.395
C 1.850587 -3.001714 -2.004749 -0.1285 -0.0932 -0.0272 -0.116
C 2.175458 -3.316749 -3.316332 0.0492 -0.0213 -0.0020 -0.067
C 1.261569 -3.991961 -4.110568 0.0347 -0.0161 -0.0612 -0.077
C 0.009451 -4.321016 -3.607245 -0.1085 0.0010 0.0043 -0.079
C -0.327356 -3.977646 -2.306414 0.0591 0.0112 -0.0564 -0.134
C 0.541830 -4.679854 0.951943 0.0295 0.2025 0.1131 -0.418
C 0.826170 -4.763551 2.316264 -0.0287 0.0614 -0.0802 -0.153
C 1.048518 -5.992477 2.914082 -0.0106 -0.0351 0.1105 -0.075
C 0.991909 -7.153927 2.157562 -0.0467 -0.0069 -0.0084 -0.081
C 0.716796 -7.078352 0.801114 -0.0105 -0.0195 -0.0805 -0.078
C 0.502852 -5.848587 0.195152 0.0591 0.0470 0.1279 -0.089
H -5.335041 -2.818248 0.231066 -0.0029 -0.0012 -0.0022 0.083
H -6.603657 -3.421890 -1.828511 0.0178 0.0415 0.0395 0.104
H -3.905967 -6.334215 -2.832257 0.0292 -0.0140 0.0339 0.105
H -2.542279 -5.908992 -0.787033 0.0083 -0.0046 -0.0240 0.087
H -1.589760 -0.856708 3.644813 0.0115 0.0221 0.0373 0.098
H -3.325478 -0.702864 5.396451 0.0129 0.0037 0.0027 0.111
H -5.696074 -0.382246 4.763759 0.0014 0.0013 0.0102 0.104
H -6.326451 -0.213303 2.383659 -0.0076 -0.0180 -0.0008 0.104
H -4.597241 -0.378605 0.626646 0.0056 0.0158 -0.0134 0.104
H -2.827405 -1.722299 -1.662399 0.0895 -0.0193 0.0296 0.103
H -3.781020 -0.546158 -3.598929 0.0381 -0.0283 0.0083 0.137
H -4.010303 1.873907 -3.663743 0.0189 0.0454 -0.0140 0.115
H -3.324628 3.162560 -1.739088 -0.0119 0.0265 -0.1036 0.115
H -1.117933 1.806693 -0.944357 0.0102 0.0430 0.0255 0.113
H 2.571567 -2.491861 -1.374243 0.0390 0.0362 -0.0440 0.063
H 3.140200 -3.034916 -3.718355 0.0178 -0.0273 0.0170 0.109
H 1.524445 -4.270840 -5.122938 -0.0040 0.0492 -0.0201 0.104
H -0.705761 -4.842009 -4.232170 -0.0129 0.0091 0.0028 0.107
H -1.315735 -4.196764 -1.920428 0.0179 -0.0325 0.0103 0.085
H 0.883691 -3.851117 2.899819 0.0035 -0.0066 0.0420 0.089
H 1.272694 -6.047288 3.971477 -0.0050 0.0274 0.0085 0.107
H 1.163129 -8.117273 2.619982 0.0143 0.0074 0.0252 0.103
H 0.673810 -7.980691 0.204183 0.0122 -0.0099 0.0060 0.103
H 0.315255 -5.807754 -0.866958 -0.0102 -0.0277 -0.0436 0.089
C 4.545151 -1.021409 3.081675 -0.1204 0.0836 -0.2406 -0.377
Te 3.263270 -1.948500 1.621488 1.1387 -0.5723 0.3399 1.257
C 4.873123 -3.121646 0.759459 -0.0632 0.2384 -0.0645 -0.418
H 5.026450 -1.781985 3.690143 -0.0647 -0.0758 -0.0295 0.005
H 3.915229 -0.395867 3.710220 -0.0034 0.0008 0.0152 -0.005
H 5.298704 -0.410013 2.590208 -0.0147 0.0125 -0.0121 -0.003
H 5.519143 -2.519809 0.123306 -0.0173 0.0320 0.0088 -0.006
H 4.420386 -3.912773 0.162943 -0.0360 0.0047 0.0082 -0.014
H 5.468132 -3.576428 1.548288 -0.0767 0.0091 0.0821 -0.004
F -3.696600 7.730735 0.767294 -0.0204 0.0269 -0.0245 0.059
C -3.422529 6.413286 0.715201 0.0151 -0.1690 0.0015 -0.284
C -4.339811 5.512066 1.215306 -0.0702 0.0814 0.0861 -0.001
C -4.039973 4.158335 1.177852 0.0517 0.0066 -0.0620 -0.022
C -2.845100 3.695174 0.633782 -0.0369 -0.0996 0.0395 -0.227
C -2.557556 2.210729 0.632604 0.1571 0.1144 -0.1549 -0.108
C -1.957095 4.634667 0.123261 -0.1391 0.0469 0.0271 -0.030
C -2.230285 5.992429 0.161914 0.0745 0.0606 -0.0413 0.008
H -5.271302 5.866685 1.634893 0.0111 0.0367 0.0124 0.119
H -4.753586 3.450833 1.582994 0.0032 -0.0198 -0.0111 0.116
H -1.751260 1.995300 1.343732 -0.0844 -0.0312 0.0590 0.121
H -3.450407 1.708886 0.998135 0.0597 0.0441 0.0371 0.092
H -1.033532 4.317652 -0.326441 0.1510 -0.0797 -0.0469 0.077
H -1.522229 6.711155 -0.228938 -0.0360 0.0433 0.0138 0.120
```
Forces are in eV/Å.

* ΔE to the lowest compared entry with this formula, charge and spin: 2.3860 eV
* total charge: 0
* frontier orbital gap (alpha / beta): 5.649 / 4.763 eV
* M: 1508.10 g mol⁻¹
* 2S+1: 1

Entry 2:
The following is a quantum chemistry calculation of a cluster of 5 separate species, C2H12O5 in total in a non-equilibrium geometry, from the OMol25 dataset.

```
19
Properties=species:S:1:pos:R:3:forces:R:3:lowdin_charge:R:1
C 2.072954 0.520923 -0.814202 0.3936 -0.4714 0.0062 -0.043
C 1.450427 -0.022505 0.432273 0.0325 -0.0605 0.0832 -0.302
O 0.266910 -0.084010 0.659954 -0.0082 0.0118 -0.1417 0.030
H 3.051130 0.045247 -0.962242 -0.2183 0.1245 -0.0183 0.083
H 1.452586 0.364325 -1.691729 -0.1576 0.1210 0.0262 0.087
H 2.256824 1.579790 -0.661931 -0.0162 0.2818 -0.0510 0.088
H 2.160491 -0.376724 1.197599 0.1108 -0.0286 0.1003 0.120
O -2.575804 4.682514 -1.085179 -0.9583 -0.2364 -0.8645 -0.067
H -2.044259 5.471457 -1.154422 0.3524 -0.0721 0.6372 0.022
H -2.426316 4.138388 -0.308919 0.6658 0.2400 0.1607 -0.001
O 0.671295 -3.515958 1.887418 -0.1757 -0.0624 0.1612 -0.057
H 0.052537 -3.892478 2.528513 0.1820 0.0627 -0.1420 0.050
H 0.502464 -2.568294 1.933526 -0.0751 0.0519 -0.0621 0.022
O -0.933792 -3.883665 -0.867596 0.5100 -0.1405 0.4375 -0.071
H -0.216264 -3.238546 -0.863980 -0.1962 0.1422 -0.2210 0.018
H -0.645810 -4.434785 -0.122359 -0.3074 0.0355 -0.2012 0.021
O -1.802750 2.060085 0.152655 0.0793 0.2922 0.1503 -0.052
H -2.350385 1.531774 -0.431593 0.0136 -0.1048 -0.0790 0.049
H -0.942238 1.622462 0.172214 -0.2269 -0.1868 0.0178 0.003
```
Forces are in eV/Å.

* ΔE to the lowest compared entry with this formula, charge and spin: 0.5052 eV
* total charge: 0
* frontier orbital gap: 11.236 eV
* M: 116.11 g mol⁻¹
* 2S+1: 1